(1)
Here is the ion C5H9IN with charge +1 from the OMol25 dataset. Energies are from wB97M-V/def2-TZVPD.

Geometry as XYZ:
```
16
Properties=species:S:1:pos:R:3:forces:R:3
C 2.47450 -1.06769 -0.18259 2.01 -2.17 -0.11
C 0.59677 0.33855 -0.44633 0.69 2.52 -2.58
C -0.69691 0.27252 0.06600 -1.79 -0.87 2.00
C -1.08153 -1.01618 0.62492 0.40 -0.42 2.19
C -1.57663 1.40438 -0.16032 -1.38 1.87 -1.76
N 1.33382 -0.83241 -0.51112 0.86 0.94 1.64
I 3.80376 0.07709 1.07266 -0.61 -0.25 -0.34
H 2.97392 -2.02011 -0.49084 -0.18 0.70 0.13
H 0.47608 0.54630 -1.52414 0.39 0.75 -0.30
H 1.11722 1.25026 0.01404 0.61 -1.08 -0.64
H -0.28103 -1.48841 1.31746 -1.18 0.74 -1.14
H -1.39797 -1.74856 -0.07482 -0.03 -0.91 -1.04
H -1.95081 -0.85625 1.21895 -0.72 -0.07 0.80
H -2.42859 1.64008 0.48886 0.88 -0.16 1.14
H -2.30867 1.08135 -0.96438 1.04 0.54 -0.38
H -1.05392 2.41907 -0.44836 -1.00 -2.12 0.40
```
Forces are in eV/Å.

2S+1 = 3
Kohn-Sham gap (alpha / beta) = 6.4 / 6.0 eV
M = 210.0 g mol⁻¹
HOMO energy (alpha / beta) = -10.96 / -15.00 eV
Net charge = +1
Relative energy (zero: lowest compared OMol25 entry of this formula, charge and spin) = 0.0 kJ/mol
Largest force on an atom = 3.67 eV Å⁻¹

(2)
Here is a cluster of 2 separate species, C4H12 in total from the OMol25 dataset. Energies are from wB97M-V/def2-TZVPD.

Geometry as XYZ:
```
16
Properties=species:S:1:pos:R:3:forces:R:3
C 1.90040 0.36932 -1.05990 -0.78 0.65 0.33
C 2.23686 -0.73560 -0.08208 -0.31 0.16 0.44
H 1.02801 0.97119 -0.78513 -0.19 -0.38 0.07
H 2.67594 1.10492 -1.05578 0.85 0.38 -0.12
H 1.76909 0.06240 -2.09163 -0.06 -0.35 -0.06
H 3.02506 -1.30693 -0.49691 0.89 -0.82 -0.40
H 1.43820 -1.42852 0.17095 -0.30 0.08 -0.24
H 2.62175 -0.36795 0.86927 -0.11 0.29 -0.01
C -1.97822 0.92390 0.44127 -0.78 -0.22 -0.28
C -2.15399 -0.57802 0.71811 -0.03 -0.06 -0.34
H -2.89596 1.44792 0.71865 0.30 0.19 0.46
H -1.11086 1.32167 0.95727 -0.04 0.26 -0.04
H -1.92384 1.14241 -0.62661 0.45 -0.15 0.00
H -1.45554 -0.94597 1.46768 -0.04 0.00 0.04
H -3.16542 -0.81406 1.04057 -0.03 0.05 0.21
H -2.01150 -1.16666 -0.18573 0.21 -0.07 -0.05
```
Forces are in eV/Å.

Kohn-Sham gap = 12.8 eV
M = 60.1 g mol⁻¹
HOMO energy = -11.63 eV
Net charge = 0
Relative energy (zero: lowest compared OMol25 entry of this formula, charge and spin) = 24.5 kJ/mol
Largest force on an atom = 1.27 eV Å⁻¹

(3)
Here is a cluster of 8 separate species, C43H98N6O8 in total from the OMol25 dataset. Energies are from wB97M-V/def2-TZVPD.

Geometry as XYZ:
```
155
Properties=species:S:1:pos:R:3:forces:R:3
C 0.14510 -4.74817 1.36074 -0.21 -0.16 -0.24
C 1.06466 -5.25437 2.49211 0.70 -0.98 -0.26
C 2.20204 -6.18555 1.95194 -0.60 0.32 0.32
C 3.29445 -5.43083 1.21779 -1.02 0.43 -0.96
C 3.86309 -4.29046 2.02260 0.89 -1.09 -0.22
C 2.78615 -3.38892 2.61879 1.45 0.38 0.96
N 1.74789 -4.20215 3.23497 0.21 -0.11 0.81
O 0.85383 -3.36352 3.96561 0.03 -0.12 -0.73
C 3.57075 -2.68324 3.76178 -0.62 -0.01 0.29
C 2.34917 -2.34779 1.58859 0.60 -0.35 -0.89
C 0.24243 -6.08540 3.50790 -0.57 1.11 -0.33
H -0.63631 -4.08987 1.75043 0.00 -0.02 0.13
H -0.36307 -5.57954 0.86684 -0.07 -0.16 0.25
H 0.62436 -4.21616 0.53831 0.36 0.04 0.24
H 2.63339 -6.74733 2.78481 -0.03 0.20 0.20
H 1.69407 -6.93697 1.34302 0.20 0.05 -0.30
H 2.83331 -4.89416 0.37671 -0.01 -0.64 -0.40
H 4.03844 -6.12602 0.82847 0.14 0.19 0.00
H 4.54515 -3.71824 1.38657 -0.29 0.28 -0.08
H 4.55793 -4.71545 2.75560 -0.46 0.19 0.53
H 4.44398 -2.16633 3.36352 -0.13 0.15 -0.10
H 2.94137 -2.00273 4.33650 0.08 0.20 -0.17
H 3.93519 -3.42757 4.46958 -0.09 -0.11 -0.05
H 1.46835 -1.75367 1.82902 0.08 0.12 0.06
H 3.21044 -1.70608 1.39453 -0.24 0.45 0.41
H 2.23219 -2.78343 0.59299 -0.52 -0.14 0.11
H -0.18397 -7.01747 3.13717 0.31 0.00 -0.41
H -0.60643 -5.43277 3.72761 -0.07 -0.27 0.55
H 0.80918 -6.28455 4.41398 0.07 0.10 -0.02
H 0.58920 -2.69254 3.31547 -0.26 0.06 0.22
C -0.51064 7.80149 3.97607 -1.53 -0.36 0.80
C -0.80902 7.45790 2.51902 -1.12 -0.52 -0.06
C 0.15023 8.25695 1.62701 0.07 -0.88 -0.81
C 0.33816 7.66039 0.20293 0.28 0.40 0.97
C 0.63625 6.19439 0.25775 -0.08 -0.06 1.10
C -0.32699 5.34624 1.14431 0.22 -0.05 -1.69
N -0.60276 5.96574 2.42939 1.92 1.27 -0.56
O -1.52306 5.26225 3.20404 -0.38 -0.35 -0.31
C -1.61448 5.13182 0.27343 0.19 0.25 0.59
C 0.39593 4.01007 1.28309 -1.23 -1.08 1.21
C -2.24598 7.86674 2.06428 0.71 -0.44 0.44
H -1.00417 7.14241 4.70155 0.23 -0.73 -0.55
H -1.06751 8.68573 4.30368 1.02 0.79 -0.43
H 0.55522 7.72837 4.17195 0.01 0.55 0.12
H -0.25196 9.24198 1.38832 -0.05 0.21 0.81
H 1.09629 8.36189 2.15942 0.17 0.02 -0.29
H 1.27009 8.11695 -0.13758 -0.47 0.40 -0.71
H -0.53340 7.91176 -0.40242 0.22 0.08 -0.25
H 1.64851 6.17857 0.67485 -0.04 -0.59 0.10
H 0.66523 5.72262 -0.72527 0.08 0.04 -0.01
H -2.32264 4.45381 0.75739 -0.04 -0.12 -0.16
H -2.11709 6.08341 0.10563 -0.06 -0.02 0.00
H -1.36479 4.72726 -0.70634 0.06 -0.17 0.07
H -0.14229 3.38338 2.00756 -0.14 0.10 0.02
H 0.30781 3.42787 0.36646 0.55 0.21 -0.21
H 1.39927 4.03540 1.70489 0.18 0.41 -0.46
H -2.50882 8.78365 2.58913 -0.28 0.02 -0.19
H -2.96819 7.07717 2.27194 -0.11 0.18 0.18
H -2.22132 8.02860 0.98898 -0.26 0.19 -0.01
H -2.22027 4.96958 2.59103 -0.07 0.18 0.28
C -7.05366 -3.86781 -3.53257 -0.75 1.39 0.09
C -5.97241 -4.81133 -3.02172 1.57 0.48 0.51
C -5.11046 -5.20955 -4.21898 0.83 -0.66 -0.57
C -3.72547 -5.78320 -3.91861 -0.29 0.14 0.22
C -2.87394 -4.80935 -3.10961 -0.52 -1.38 -0.51
C -3.62652 -4.23178 -1.91123 0.88 0.71 0.63
N -5.03965 -3.97413 -2.18793 -0.67 0.76 -1.63
O -5.72957 -3.28786 -1.16200 0.58 -1.00 0.30
C -3.43477 -5.10609 -0.67984 -0.20 -0.90 -0.02
C -2.91701 -2.91323 -1.64135 0.09 1.69 0.33
C -6.51064 -6.04031 -2.28296 -0.90 -0.50 -0.90
H -7.92017 -4.22518 -4.09311 0.35 -0.90 0.03
H -6.61693 -3.10251 -4.17894 0.32 -0.21 -0.04
H -7.50468 -3.25519 -2.74767 0.15 -0.37 0.33
H -5.59028 -5.98167 -4.82621 -0.47 0.34 -0.06
H -4.88843 -4.33948 -4.84072 -0.54 0.15 -0.01
H -3.21966 -5.93189 -4.87439 -0.07 -0.33 0.01
H -3.83647 -6.75466 -3.42793 0.21 0.00 0.07
H -2.47284 -4.05947 -3.79191 -0.30 0.35 0.18
H -2.00903 -5.38928 -2.77973 0.11 0.33 0.34
H -2.38343 -5.31890 -0.48914 0.06 0.12 -0.03
H -3.85016 -4.67223 0.23156 -0.08 0.11 -0.08
H -3.93012 -6.06331 -0.86824 0.07 -0.06 0.26
H -1.84224 -2.94493 -1.44944 -0.04 -0.85 0.14
H -2.94483 -2.21969 -2.48788 -0.47 -0.17 -0.14
H -3.33474 -2.36288 -0.79177 -0.15 -0.26 -0.03
H -7.00421 -6.64423 -3.05373 -0.03 -0.07 0.03
H -7.32465 -5.84723 -1.58211 0.28 0.33 0.26
H -5.77885 -6.71447 -1.84121 0.23 0.35 0.11
H -5.92215 -4.00387 -0.53317 -0.21 0.39 0.28
C 6.59007 1.99548 -0.27993 -0.16 -1.18 0.81
C 5.12924 2.12504 0.21522 0.47 0.81 -1.54
C 5.09825 3.42615 1.04489 -1.16 -0.12 1.06
C 5.17447 4.78922 0.31243 1.49 -1.83 -0.63
C 4.25353 4.73530 -0.88252 -0.85 -0.26 1.17
C 4.26487 3.44895 -1.71664 0.01 1.40 -1.79
N 4.14207 2.28560 -0.87735 -0.57 0.75 1.05
O 3.87557 1.10285 -1.60730 0.71 0.13 0.11
C 3.01385 3.60943 -2.61645 0.06 -0.95 0.56
C 5.44885 3.52425 -2.71662 1.06 -1.00 -0.21
C 4.71974 0.89583 1.01143 -0.74 0.18 1.40
H 7.13827 1.66769 0.60912 0.28 0.07 -0.12
H 7.05663 2.90945 -0.63134 -0.19 -0.02 -0.18
H 6.67043 1.17317 -0.99257 0.07 0.23 -0.25
H 4.16220 3.48987 1.61476 -0.06 -0.47 0.03
H 5.88565 3.25172 1.78240 0.08 0.59 0.08
H 6.22184 4.85392 -0.00216 -0.04 0.78 0.06
H 4.85077 5.60217 0.95731 0.46 0.04 0.17
H 4.34208 5.60873 -1.52947 0.07 -0.05 -0.06
H 3.28156 4.78442 -0.37060 -0.30 0.04 -0.59
H 2.84125 2.71372 -3.21671 0.07 -0.01 0.00
H 2.17339 3.75499 -1.93224 -0.20 0.26 -0.30
H 3.16005 4.43955 -3.30066 -0.25 0.21 0.18
H 6.39488 3.92844 -2.34735 -0.24 0.13 0.37
H 5.71905 2.51984 -3.05875 -0.19 -0.05 0.00
H 5.24210 4.08597 -3.62737 -0.36 0.13 0.15
H 5.24734 0.76383 1.96162 0.62 0.20 -0.32
H 4.73425 -0.06297 0.49749 0.27 0.20 -0.35
H 3.70352 1.03178 1.40132 -0.21 0.06 -0.47
H 3.26814 0.65221 -0.99509 -0.32 -0.06 -0.47
C 0.44395 0.44410 -0.99515 -0.41 -0.98 0.42
O 1.51529 -0.05916 -0.61523 -0.26 0.39 -0.39
N 0.33190 1.58567 -1.69556 0.87 0.22 -0.05
N -0.73545 -0.20933 -0.78754 0.74 -0.10 -0.05
H 1.20901 2.04767 -1.89448 -0.32 0.26 0.03
H -0.55338 2.05199 -1.75298 0.01 0.18 -0.18
H -1.61192 0.29872 -0.80915 0.05 -0.29 0.54
H -0.60397 -1.04949 -0.24761 -0.44 0.11 0.11
C -3.68350 0.86814 -2.40091 0.50 -0.63 1.31
C -4.10238 0.52437 -0.97456 -0.70 0.72 1.28
O -3.16483 1.12694 -0.04612 -0.03 0.63 -0.68
H -4.25726 0.31940 -3.14154 -0.05 0.07 -0.05
H -2.63425 0.57445 -2.44798 0.04 0.10 -0.68
H -3.77280 1.94671 -2.50806 -0.01 -0.01 -0.26
H -4.17150 -0.51579 -0.64706 -0.03 -0.21 -0.95
H -5.08828 0.96246 -0.78977 -0.08 -0.05 -0.01
H -3.52003 1.12294 0.86603 0.03 -0.39 -0.48
C -2.05109 -0.69287 4.01639 1.04 -0.57 -0.77
C -2.21314 -0.21264 2.56785 -1.63 0.90 1.92
O -3.64281 0.07329 2.42730 0.24 -0.66 -0.72
H -2.54396 -1.66277 4.10630 0.04 -0.02 0.12
H -2.44345 -0.03941 4.78913 -0.08 0.32 -0.29
H -0.97879 -0.84500 4.19100 -0.11 -0.07 0.27
H -1.89360 -0.98188 1.86794 0.18 0.28 -0.21
H -1.79165 0.78174 2.41848 0.67 -0.41 -0.25
H -4.02380 -0.75198 2.10252 -0.34 0.20 0.14
C 0.65393 -3.31717 -3.14470 -0.62 1.09 -0.48
C 1.06834 -1.88694 -3.54238 1.40 -0.89 0.06
O 2.31442 -1.59181 -2.90895 0.07 0.20 0.03
H 0.03946 -3.24970 -2.24843 0.28 -0.57 0.23
H 1.56828 -3.89716 -3.05505 -0.05 -0.05 0.39
H 0.06712 -3.76146 -3.95296 -0.18 -0.04 0.15
H 0.39268 -1.07254 -3.28149 -0.55 -0.35 -0.41
H 1.30177 -1.95590 -4.60884 -0.33 0.62 -0.08
H 2.14573 -0.95950 -2.19725 0.13 -0.17 0.07
```
Forces are in eV/Å.

Kohn-Sham gap = 8.1 eV
M = 827.3 g mol⁻¹
HOMO energy = -7.85 eV
Net charge = 0
Relative energy (zero: lowest compared OMol25 entry of this formula, charge and spin) = 0.0 kJ/mol
Largest force on an atom = 2.67 eV Å⁻¹

(4)
Here is the ion H3N3O2P with charge -1 from the OMol25 dataset. Energies are from wB97M-V/def2-TZVPD.

Geometry as XYZ:
```
9
Properties=species:S:1:pos:R:3:forces:R:3
N -0.62137 -1.20174 1.60445 1.08 0.66 -0.59
N -0.01748 -0.17301 1.21294 -0.38 -2.27 3.92
N 0.07980 -0.34221 -1.45587 0.74 -0.92 1.90
O -0.90312 1.82688 -0.17613 5.34 -4.11 0.52
O 1.88783 0.92688 -0.04516 2.77 0.54 0.17
P 0.48829 0.62739 -0.12596 -8.64 4.36 -2.22
H -0.47250 -1.38086 2.67963 -0.29 1.16 -1.67
H -0.91267 -0.28216 -1.40629 -0.89 0.04 -0.72
H 0.47122 -0.00117 -2.28762 0.28 0.54 -1.30
```
Forces are in eV/Å.

Kohn-Sham gap = 8.2 eV
M = 108.0 g mol⁻¹
HOMO energy = -3.92 eV
Net charge = -1
Relative energy (zero: lowest compared OMol25 entry of this formula, charge and spin) = 303.8 kJ/mol
Largest force on an atom = 9.93 eV Å⁻¹